[1]
DFT (ωB97M-V with the def2-TZVPD basis set) results for an isolated molecule of C5H10N2O2.

Positions of all 19 atoms, in Å:
C -2.1955 -1.8124 0.3933
C 1.8968 -0.8654 -0.5648
C 1.8984 2.0585 0.1751
C -1.4475 0.4313 0.0922
C 0.8172 1.0626 -0.0939
O -1.1313 -0.8861 0.3121
O 1.1417 0.1320 -1.1802
N -0.3639 1.2605 0.2731
N -2.5744 0.9383 -0.1415
H -3.3500 0.2860 -0.1575
H -2.9000 -1.5487 1.1888
H -2.7275 -1.8776 -0.5612
H -1.7381 -2.7711 0.6303
H 1.7022 -1.8099 -1.0886
H 2.9615 -0.6248 -0.4983
H 1.5062 -0.8807 0.5165
H 2.2943 2.4323 -0.7664
H 2.7124 1.5870 0.7219
H 1.4976 2.8883 0.7491

The value obtained for the energy relative to the best compared isomer or geometry (same formula, charge and spin) is 276.7 kJ/mol. The SMILES is [H]/N=C(/N=C(/C)OC)OC. The frontier orbital gap is 10.37 eV.

---

[2]
DFT (ωB97M-V with the def2-TZVPD basis set) results for a structure of composition C21H50FNO13.

Positions of all 86 atoms, in Å:
N -1.5450 -0.5338 1.2585
H -0.9550 -1.1348 0.9295
H -2.3500 -0.8708 1.7245
H -1.9010 0.0212 0.4655
H -1.0990 -0.2398 2.0965
O -3.2720 0.8822 3.2805
H -2.6490 1.5192 3.6005
C -6.3870 -0.8168 2.4635
C -5.1770 -1.9838 2.4555
O -4.7070 -1.9138 1.2345
C -5.3520 -0.9918 0.4895
O -5.0970 -0.7708 -0.6875
O -6.2890 -0.3388 1.1855
F -5.7110 -3.2028 2.6845
H -6.2070 -0.1428 3.2355
H -7.2530 -1.4818 2.4745
H -4.5300 -1.8628 3.4295
C -0.4380 -0.7328 -2.7215
O -0.9360 -1.3218 -1.4485
C -1.4160 -2.6108 -1.8085
C -2.1930 -3.1948 -0.5335
O -1.5070 -3.3178 0.4985
C -2.1290 -4.2548 1.5395
C -1.2340 -4.2068 2.8225
O -1.2500 -2.8548 3.3535
C -0.3930 -2.7848 4.5795
H -0.4090 0.3722 -2.5185
H -1.1290 -1.0418 -3.6295
H 0.6710 -1.1708 -2.9195
H -0.5930 -3.2448 -2.0325
H -2.1810 -2.5378 -2.7255
H -2.5580 -4.2108 -0.8545
H -3.0610 -2.6388 -0.4845
H -1.7570 -5.1248 1.0015
H -3.2090 -4.1088 1.5965
H -0.3610 -4.4848 2.6345
H -1.7130 -4.9398 3.3595
H 0.5970 -3.3938 4.5035
H -1.1380 -3.0288 5.5635
H -0.3270 -1.7348 4.8915
C 3.4600 7.5512 -5.5665
O 3.0500 6.1842 -5.2815
C 3.7240 5.2032 -5.9445
C 3.0940 3.8772 -5.6865
O 3.2050 3.5412 -4.4895
C 2.6940 2.3052 -3.9415
C 2.9130 2.2462 -2.3755
O 2.1090 1.1652 -1.9805
C 1.7890 1.0812 -0.5405
H 3.0480 8.0242 -6.4385
H 4.3900 7.6402 -5.7005
H 2.7700 8.0932 -4.7685
H 4.7430 4.9752 -5.7165
H 3.9010 5.5972 -6.9135
H 3.4470 3.0902 -6.0785
H 2.0730 3.7872 -5.8895
H 3.1760 1.4612 -4.3445
H 1.6200 2.1832 -4.0975
H 2.4380 3.1382 -1.8095
H 3.9390 1.5512 -2.0055
H 1.2680 -0.1158 -0.2165
H 1.4460 1.9772 -0.0655
H 2.6610 0.6652 0.0225
C -0.8760 2.9152 2.7495
O 0.1070 1.9222 2.4705
C 0.8950 1.5532 3.5075
C 2.0190 0.4502 2.9845
O 1.4110 -0.5498 2.5615
C 2.2320 -1.6888 2.4665
C 1.9420 -2.5478 1.1405
O 2.5450 -1.8178 0.0675
C 2.4020 -2.4548 -1.1045
H -1.4200 2.8582 3.7655
H -1.5490 2.9392 1.8195
H -0.4390 3.8852 2.6475
H 0.4640 1.4072 4.3795
H 1.4950 2.5112 3.7115
H 2.8010 0.3842 3.7565
H 2.6030 1.0412 2.0705
H 2.2500 -2.3428 3.3915
H 3.1940 -1.3418 2.3715
H 0.8520 -2.6468 1.1075
H 2.2370 -3.5718 1.3365
H 3.2720 -3.1788 -1.3875
H 2.4380 -1.5608 -1.6945
H 1.3090 -2.9548 -1.2795

The value obtained for the energy relative to the best compared isomer or geometry (same formula, charge and spin) is 274.4 kJ/mol. The frontier orbital gap is 6.93 eV.

---

no.,M (g mol⁻¹)
1,130.1
2,543.6